ORCA calculation (the ωB97M-V functional and the def2-TZVPD basis) on a molecular structure, C18H19ClN2O5S at a distorted geometry.

Structure (XYZ):
```
46
Properties=species:S:1:pos:R:3
C -0.035 -2.736 -7.325
O 0.797 -2.790 -6.168
C 0.322 -2.388 -4.887
C 1.382 -2.409 -3.991
N 0.711 -2.142 -2.740
C 1.140 -0.892 -2.205
O 1.851 0.081 -2.777
C 0.444 -0.930 -0.727
C 1.211 -0.386 0.283
C 0.633 -0.094 1.567
C -0.493 -0.616 1.780
C -1.373 -1.203 0.677
C -1.025 -1.191 -0.606
H -1.318 -1.622 -1.316
H -2.517 -1.390 0.894
S -1.450 -0.093 3.149
O -0.720 -0.198 4.309
O -2.743 -0.817 3.184
C -1.870 1.562 3.260
C -2.674 2.061 2.127
C -3.098 3.283 1.977
C -2.164 4.283 2.702
C -1.325 3.847 3.780
C -1.032 2.575 3.823
H -0.549 1.902 4.784
H -0.943 4.620 4.431
Cl -2.804 6.060 2.499
H -3.678 3.633 1.389
H -3.244 1.334 1.452
N 1.391 0.435 2.640
C 2.717 0.714 2.794
O 3.317 0.809 1.757
C 3.097 1.183 4.167
H 2.414 2.094 4.349
H 4.092 1.404 4.099
H 2.984 0.314 4.946
H 0.757 0.135 3.601
H 2.457 0.203 0.057
H 0.437 -2.855 -2.232
H 2.365 -1.739 -4.325
H 1.941 -3.232 -4.054
H 0.175 -1.330 -5.313
H -0.503 -3.069 -4.856
H -1.026 -3.387 -7.261
H 0.456 -3.335 -8.259
H -0.507 -1.688 -7.435
```

Properties
Frontier orbital gap in eV: 8.38
HOMO energy in eV: -9.55
Total charge: 0
LUMO in eV: -1.177
Total energy in Eh: -2040.9060

=====

ORCA calculation (the ωB97M-V functional and the def2-TZVPD basis) on a molecular structure, C18H19F6NO4PtS5 at a distorted geometry.

Structure (XYZ):
```
54
Properties=species:S:1:pos:R:3
Pt -0.291 0.135 0.141
C -1.809 -1.500 2.714
C -2.955 -1.645 1.731
S -2.432 -1.412 0.004
C -3.574 -0.151 -0.614
C -3.629 1.182 0.108
S -2.037 2.062 0.222
C -1.946 2.491 1.981
C -2.124 1.321 2.934
S -0.891 0.044 2.609
H -1.038 -2.255 2.547
H -2.167 -1.611 3.739
H -3.780 -0.966 1.936
H -3.341 -2.662 1.799
H -4.569 -0.599 -0.609
H -3.280 -0.033 -1.657
H -4.039 1.087 1.110
H -4.298 1.840 -0.448
H -2.694 3.258 2.176
H -0.959 2.942 2.088
H -3.121 0.891 2.906
H -1.940 1.665 3.953
F 3.806 -1.471 3.964
C 2.606 -1.221 3.501
F 2.180 -0.038 3.921
F 1.752 -2.158 3.898
S 2.635 -1.231 1.648
O 1.195 -1.335 1.293
O 3.459 -2.310 1.237
N 3.236 0.183 1.302
S 2.391 1.285 0.610
O 1.188 1.713 1.352
O 2.070 0.996 -0.781
C 3.557 2.720 0.595
F 2.996 3.640 -0.173
F 3.705 3.172 1.824
F 4.709 2.337 0.092
C 2.580 -2.472 -3.520
C 1.988 -2.782 -2.312
C 0.950 -1.986 -1.812
C 0.500 -0.849 -2.509
C -0.476 0.035 -1.987
C -0.950 1.095 -2.774
C -0.400 1.353 -4.014
C 0.632 0.546 -4.504
C 1.092 -0.551 -3.768
C 2.132 -1.367 -4.251
H 3.385 -3.084 -3.903
H 2.326 -3.638 -1.745
H 0.479 -2.255 -0.876
H -1.730 1.752 -2.411
H -0.750 2.196 -4.594
H 1.076 0.761 -5.469
H 2.592 -1.122 -5.201
```

Properties
⟨S²⟩: 6.043
2S+1: 5
Frontier orbital gap (alpha / beta) in eV: 7.51 / 6.14
HOMO energy (alpha / beta) in eV: -14.13 / -15.86
Total charge: +2
LUMO (alpha / beta) in eV: -6.613 / -9.720
Total energy in Eh: -3761.7406

=====

ORCA calculation (the ωB97M-V functional and the def2-TZVPD basis) on a molecular structure, C18H19GdN4O5S6 at a distorted geometry.

Structure (XYZ):
```
53
Properties=species:S:1:pos:R:3
Gd -15.186 0.398 -7.818
C -13.987 2.509 -11.690
C -13.442 2.378 -10.270
C -12.475 3.512 -9.964
O -14.606 2.466 -9.299
C -12.870 0.914 -10.033
O -12.321 0.373 -11.000
O -13.193 0.304 -8.862
H -14.573 3.432 -11.977
H -14.597 1.621 -11.838
H -13.136 2.470 -12.393
H -12.798 4.509 -10.052
H -11.657 3.426 -10.667
H -11.985 3.337 -9.000
H -15.147 3.292 -9.508
N -15.917 -5.747 -3.928
C -15.971 -4.409 -3.834
C -14.732 -3.708 -3.911
C -14.733 -2.335 -3.929
C -16.011 -1.741 -4.263
C -17.206 -2.377 -3.958
C -17.234 -3.764 -3.813
S -16.004 -0.126 -4.909
O -16.364 0.768 -3.847
O -16.809 0.129 -6.127
N -14.454 -0.068 -5.538
C -13.733 1.158 -5.356
N -12.961 1.389 -4.360
C -12.387 2.611 -4.426
C -12.789 3.633 -5.271
C -13.826 3.343 -6.152
N -13.984 2.053 -6.386
H -15.035 -6.202 -3.621
H -16.705 -6.329 -4.208
H -13.765 -4.244 -3.910
H -13.793 -1.761 -3.756
H -18.129 -1.810 -4.102
H -18.151 -4.303 -3.820
H -11.514 2.689 -3.762
H -12.461 4.666 -5.167
H -14.539 4.040 -6.517
C -18.008 -2.202 -11.569
S -18.584 -0.607 -10.795
C -18.600 -1.115 -9.174
C -17.479 -1.694 -8.493
S -15.818 -1.932 -9.088
S -17.929 -2.587 -7.068
C -19.646 -2.420 -7.093
S -20.424 -3.475 -6.103
S -20.166 -1.325 -8.313
H -18.483 -2.228 -12.508
H -18.445 -3.052 -11.013
H -16.919 -2.189 -11.598
```

Properties
⟨S²⟩: 15.960
2S+1: 8
Frontier orbital gap (alpha / beta) in eV: 5.60 / 7.13
HOMO energy (alpha / beta) in eV: -7.65 / -7.68
Total charge: 0
LUMO (alpha / beta) in eV: -2.051 / -0.551
Total energy in Eh: -4447.3151

=====

ORCA calculation (the ωB97M-V functional and the def2-TZVPD basis) on C18H19N3O4S2 in the gas phase at a distorted geometry.

Structure (XYZ):
```
46
Properties=species:S:1:pos:R:3
C -5.058 1.202 0.503
C -5.478 1.491 1.720
C -4.848 1.014 2.996
N -3.795 0.049 2.785
C -4.206 -1.333 2.593
C -3.133 -2.095 1.877
C -3.134 -2.322 0.577
S -2.355 0.257 3.604
O -2.350 1.579 4.164
O -2.098 -0.852 4.481
C -1.178 0.214 2.258
C -0.113 -0.667 2.281
C 0.772 -0.690 1.222
C 0.593 0.169 0.132
N 1.531 0.064 -0.886
C 1.635 0.673 -2.077
S 0.632 1.784 -2.766
N 2.743 0.304 -2.835
C 3.723 -0.606 -2.536
O 3.759 -1.253 -1.500
C 4.735 -0.738 -3.578
C 5.850 -1.542 -3.619
C 6.478 -1.276 -4.852
C 5.707 -0.334 -5.470
O 4.656 -0.002 -4.715
C -0.477 1.065 0.132
C -1.354 1.084 1.201
H -5.552 1.586 -0.373
H -4.199 0.572 0.341
H -6.338 2.130 1.873
H -4.387 1.863 3.510
H -5.627 0.610 3.661
H -4.407 -1.806 3.565
H -5.122 -1.320 1.997
H -2.324 -2.442 2.502
H -2.337 -2.860 0.093
H -3.938 -1.986 -0.058
H 0.006 -1.321 3.130
H 1.609 -1.373 1.227
H 2.286 -0.611 -0.708
H 2.803 0.784 -3.726
H 6.159 -2.226 -2.856
H 7.376 -1.720 -5.228
H 5.804 0.158 -6.418
H -0.619 1.741 -0.694
H -2.180 1.776 1.223
```

Properties
Structure (SMILES): C=CCN(CC=C)S(=O)(=O)c1ccc(NC(=S)NC(=O)c2ccco2)cc1
Frontier orbital gap in eV: 8.16
HOMO energy in eV: -8.59
Total charge: 0
LUMO in eV: -0.432
Total energy in Eh: -1958.8679